(1)
{
  "formula": "C3H7N3OS",
  "method": "wB97M-V/def2-TZVPD",
  "lumo_energy_ev": 0.48,
  "smiles": "N[C@H]1CON=C1NS",
  "largest_force_ha_per_bohr": 0.07544,
  "homo_ev": -8.446,
  "e_above_lowest_ev": 3.741,
  "gap_ev": 8.92,
  "total_energy_ha": -756.0968,
  "elements": ["C", "C", "C", "H", "H", "H", "H", "H", "H", "H", "N", "N", "N", "O", "S"],
  "positions_angstrom": [[-0.7316, 0.4033, 0.3305], [-1.5001, -0.9403, 0.4946], [0.6047, -0.2771, 0.0211], [-1.0007, 2.3867, -0.3817], [-1.1289, 1.0676, -1.6205], [-0.7441, 0.9064, 1.3435], [-2.5926, -0.9940, 0.1877], [-1.4227, -1.2794, 1.5081], [1.6691, 1.1690, 0.8088], [3.2718, -0.5804, -1.4511], [-1.2826, 1.3137, -0.6064], [0.5555, -1.4605, -0.3891], [1.7876, 0.4375, 0.1593], [-0.7706, -1.8261, -0.4056], [3.2851, -0.3265, 0.0009]],
  "atomic_forces_ev_per_a": [[-0.56, -1.12, 2.02], [-0.76, 0.23, -1.91], [0.89, 1.83, 0.72], [-0.73, -3.64, -1.11], [-0.03, 0.54, 1.69], [0.30, -0.45, -1.06], [1.45, 0.45, 0.22], [0.30, -0.43, 0.64], [0.63, 1.02, 0.52], [-0.10, 0.66, 2.33], [0.61, 3.57, -1.23], [0.25, -0.46, -0.36], [-0.90, -0.96, -0.94], [-1.66, -0.74, 0.45], [0.32, -0.49, -1.99]]
}

(2)
{
  "formula": "C5H11NO2",
  "method": "wB97M-V/def2-TZVPD",
  "lumo_energy_ev": [-4.29, -8.34],
  "largest_force_ha_per_bohr": 0.09851,
  "homo_ev": [-13.500, -13.484],
  "charge": 1,
  "e_above_lowest_ev": 3.275,
  "gap_ev": [9.21, 5.14],
  "multiplicity": 2,
  "total_energy_ha": -401.9347,
  "s_squared": 0.770,
  "elements": ["O", "C", "C", "C", "C", "C", "N", "H", "H", "H", "H", "H", "H", "H", "H", "H", "H", "H", "O"],
  "positions_angstrom": [[2.0774, 3.5648, -0.0771], [1.1204, 2.8687, -0.2767], [0.5950, 1.9815, 0.8660], [-0.5631, 1.0358, 0.2794], [0.1045, -0.2607, 0.0058], [1.3418, -0.3905, -0.5249], [-0.6901, -1.2775, 0.5493], [0.6121, 2.8512, -1.2696], [1.3344, 1.5114, 1.4172], [0.2679, 2.7143, 1.6987], [-1.3885, 0.9264, 1.1526], [-1.3491, 1.4760, -0.4838], [1.8436, -1.3936, -0.8775], [1.8905, 0.3827, -0.9432], [-1.1711, -1.8016, -0.1995], [-1.3999, -0.9095, 1.2019], [-2.2554, -4.4064, -0.4526], [-0.7683, -4.6886, -1.0214], [-1.6020, -4.1844, -1.0444]],
  "atomic_forces_ev_per_a": [[-0.24, -0.06, -0.49], [1.05, 0.14, 1.06], [-3.70, 2.86, -1.32], [-0.93, 2.23, 3.23], [-3.73, -0.10, 1.99], [1.31, -4.36, -2.22], [-0.10, 0.60, -1.90], [-0.06, -0.07, 0.32], [1.69, -1.57, 0.45], [-0.24, -0.89, -1.55], [1.93, -0.11, -1.64], [2.29, -0.85, 0.71], [-1.36, 1.68, 1.42], [0.67, 1.91, -0.26], [0.80, -1.33, 0.54], [0.59, -0.27, -0.42], [-1.73, -1.57, 2.23], [-1.17, -0.09, 0.54], [2.91, 1.84, -2.68]]
}

(3)
{
  "formula": "C24H21IrN4O2S",
  "method": "wB97M-V/def2-TZVPD",
  "lumo_energy_ev": -0.05,
  "largest_force_ha_per_bohr": 0.00300,
  "homo_ev": -7.494,
  "e_above_lowest_ev": 2.319,
  "gap_ev": 7.45,
  "total_energy_ha": -1799.2012,
  "elements": ["Ir", "C", "N", "C", "C", "C", "C", "C", "N", "C", "C", "C", "C", "C", "C", "H", "H", "H", "H", "H", "H", "H", "H", "H", "H", "H", "O", "C", "O", "C", "C", "C", "C", "C", "C", "H", "H", "H", "H", "H", "C", "C", "C", "C", "N", "C", "S", "N", "H", "H", "H", "H", "H"],
  "positions_angstrom": [[-0.3744, -0.5829, -0.0997], [2.3312, -0.8613, -1.3045], [1.6747, -0.7911, 0.0311], [1.7568, 0.1987, 2.3334], [0.7373, -0.8124, 2.6833], [0.5230, -1.4830, 3.8687], [-0.7408, -2.1047, 3.7745], [-1.2462, -1.7888, 2.5333], [-0.3651, -0.9928, 1.8650], [1.6616, 0.0892, -2.2606], [2.3676, 1.0664, -2.9426], [1.6972, 1.9816, -3.7436], [0.3157, 1.9467, -3.8512], [-0.4034, 0.9735, -3.1740], [0.2727, 0.0478, -2.3970], [2.2170, -1.8896, -1.6532], [3.3957, -0.6400, -1.2074], [1.6129, 1.1778, 2.7792], [1.1892, -1.4768, 4.7174], [-1.2277, -2.7120, 4.5200], [-2.1637, -2.1172, 2.0747], [3.4413, 1.1375, -2.8189], [2.2576, 2.7504, -4.2584], [-0.2007, 2.6844, -4.4499], [-1.4823, 0.9336, -3.2447], [-0.2970, -0.8519, -2.0461], [0.8085, 3.2371, -0.7684], [0.8623, 2.1730, -0.1853], [-0.1839, 1.4644, 0.1509], [2.1750, 1.6464, 0.3509], [2.1752, 0.2809, 0.9025], [3.2029, -0.1001, 1.9420], [4.3032, 0.8698, 2.1210], [4.2769, 2.0696, 1.5296], [3.1538, 2.4905, 0.6959], [1.8438, -1.6660, 0.5229], [3.4728, -1.1500, 1.9927], [5.1639, 0.5636, 2.7029], [5.0982, 2.7598, 1.6734], [3.0638, 3.5264, 0.3936], [-6.3478, -1.8434, -0.7210], [-4.9470, -1.3449, -0.5507], [-4.6867, -0.0156, -0.2079], [-3.3710, 0.3625, -0.0426], [-2.4115, -0.5382, -0.2138], [-2.7335, -1.8121, -0.5420], [-1.2636, -2.7308, -0.6511], [-3.9700, -2.2402, -0.7192], [-7.0329, -1.0358, -0.9726], [-6.6847, -2.2973, 0.2133], [-6.3764, -2.6115, -1.4905], [-5.4885, 0.6951, -0.0753], [-3.0529, 1.3638, 0.2199]],
  "atomic_forces_ev_per_a": [[0.01, 0.09, -0.12], [0.01, -0.01, 0.01], [0.06, -0.04, 0.01], [0.00, 0.01, -0.01], [-0.01, 0.02, -0.01], [0.01, 0.00, 0.00], [-0.01, 0.01, 0.00], [0.00, 0.01, 0.00], [0.00, -0.06, 0.02], [0.01, 0.04, 0.00], [0.00, -0.02, 0.01], [-0.01, 0.00, 0.00], [0.00, 0.01, -0.01], [0.02, 0.02, 0.00], [-0.06, -0.06, 0.02], [0.01, 0.00, 0.00], [0.00, 0.00, 0.00], [0.00, 0.00, 0.00], [0.00, 0.00, 0.00], [0.00, 0.00, 0.00], [0.00, 0.00, 0.00], [0.00, 0.00, 0.00], [0.00, 0.00, 0.00], [0.00, 0.00, 0.00], [0.00, 0.00, 0.00], [0.00, 0.02, -0.02], [0.00, 0.00, 0.01], [0.00, 0.01, -0.01], [-0.02, 0.05, 0.05], [0.00, -0.02, 0.01], [-0.03, 0.00, 0.00], [0.00, -0.02, 0.01], [-0.01, 0.00, 0.00], [0.00, 0.01, 0.00], [0.00, -0.01, 0.00], [-0.02, 0.00, 0.01], [0.01, 0.00, 0.00], [0.00, 0.00, 0.00], [0.00, 0.00, 0.00], [0.00, 0.00, 0.00], [0.00, 0.01, 0.00], [-0.02, 0.01, 0.00], [0.01, 0.00, -0.01], [-0.01, 0.00, 0.01], [0.02, 0.03, -0.02], [-0.01, -0.02, 0.01], [0.00, -0.06, 0.05], [0.01, -0.01, 0.00], [0.00, 0.00, 0.00], [0.00, -0.01, 0.00], [0.00, 0.00, 0.00], [0.00, 0.00, 0.00], [0.01, 0.00, 0.00]]
}

(4)
{
  "formula": "C3H11NOS2",
  "method": "wB97M-V/def2-TZVPD",
  "lumo_energy_ev": 0.58,
  "smiles": "CSSCCN.O",
  "largest_force_ha_per_bohr": 0.09448,
  "homo_ev": -8.272,
  "e_above_lowest_ev": 1.282,
  "gap_ev": 8.85,
  "total_energy_ha": -1047.2202,
  "elements": ["N", "C", "C", "S", "S", "C", "H", "H", "H", "H", "H", "H", "H", "H", "H", "H", "H", "O"],
  "positions_angstrom": [[-0.4577, 0.6164, 2.3625], [-1.1982, 1.1836, 1.1044], [-0.3670, 1.6254, -0.0994], [-0.7221, 0.9326, -1.6554], [0.0706, -0.9294, -1.3986], [1.6717, -0.6600, -0.5823], [0.0880, 1.3820, 2.8171], [0.1233, -0.0360, 1.8964], [-2.0027, 0.4118, 0.8784], [-1.8415, 2.0804, 1.4072], [-0.7108, 2.6842, -0.3788], [0.6877, 1.6523, 0.0094], [2.4674, -0.0441, -1.1316], [1.4970, -0.4313, 0.3930], [2.0557, -1.7333, -0.6688], [0.8042, -2.7210, 1.6566], [0.5864, -2.5007, 3.1385], [1.1544, -2.2505, 2.4715]],
  "atomic_forces_ev_per_a": [[-1.52, 2.47, -1.68], [-1.70, -0.07, 2.39], [-1.92, 2.32, 0.00], [-0.03, -0.68, -1.24], [0.15, -0.41, -0.06], [1.67, -2.01, -4.09], [-0.33, -1.05, -0.77], [1.26, -0.90, 0.45], [1.33, 0.72, -0.20], [1.05, -1.15, -0.03], [0.82, -1.00, 0.74], [0.92, 0.07, 0.60], [-1.48, -0.51, 0.82], [0.05, 0.84, 2.70], [-0.26, 1.33, 0.48], [0.65, 0.87, 1.52], [-2.01, -0.79, 2.39], [1.34, -0.04, -4.00]]
}